(1)
{
  "formula": "C47H54BCdF6N7O4S6Sb",
  "method": "ωB97M-V/def2-TZVPD",
  "symbols": ["Cd", "C", "C", "C", "C", "N", "N", "B", "N", "N", "C", "C", "C", "C", "C", "S", "C", "C", "C", "C", "N", "N", "C", "C", "C", "C", "C", "S", "C", "C", "C", "C", "C", "S", "C", "C", "C", "C", "H", "H", "H", "H", "H", "H", "H", "H", "H", "H", "H", "H", "H", "H", "H", "H", "H", "H", "H", "H", "H", "H", "H", "H", "H", "H", "H", "H", "H", "H", "H", "H", "H", "H", "H", "H", "H", "H", "H", "F", "C", "F", "F", "S", "O", "O", "N", "S", "O", "O", "C", "F", "F", "F", "S", "Sb", "C", "C", "C", "C", "C", "C", "C", "C", "C", "C", "C", "C", "C", "C", "C", "C", "C", "C", "H", "H", "H", "H", "H", "H", "H", "H", "H", "H", "H", "H", "H", "H", "H"],
  "xyz": [[0.34100, 0.15130, 0.43340], [-3.51490, -2.81480, 0.43570], [-3.07340, -2.65590, -0.97400], [-3.42000, -3.50160, -1.98460], [-2.93520, -3.25610, -3.29890], [-2.00320, -2.37480, -3.51650], [-1.61260, -1.56600, -2.52280], [-0.57190, -0.51370, -2.83510], [0.88600, -0.78570, -2.52030], [0.49840, -0.90900, -3.79300], [1.28360, -1.12200, -4.80720], [2.64650, -1.34470, -4.48420], [3.09680, -1.24090, -3.19170], [4.52600, -1.40990, -2.84090], [2.17950, -0.87700, -2.14080], [2.72630, -0.50440, -0.60210], [0.72980, -1.12500, -6.20370], [1.61250, -0.26990, -7.12050], [0.73200, -2.57500, -6.70660], [-0.69160, -0.56230, -6.19470], [-1.14040, 0.87440, -2.94870], [-2.24570, 0.87800, -3.70290], [-2.89060, 1.98120, -3.93000], [-2.48310, 3.20310, -3.33040], [-1.35330, 3.22340, -2.56380], [-0.84700, 4.43500, -1.87330], [-0.61620, 2.00400, -2.40950], [0.88340, 1.96830, -1.65810], [-4.03680, 1.91820, -4.91410], [-3.57030, 2.63480, -6.19090], [-4.36910, 0.45830, -5.22760], [-5.28570, 2.61770, -4.36660], [-2.22360, -1.55510, -1.31060], [-2.10120, -0.22420, -0.27470], [-3.56130, -4.00800, -4.45110], [-3.42240, -5.52050, -4.24120], [-5.04630, -3.61060, -4.47110], [-2.93380, -3.63420, -5.78970], [-4.11810, -3.71130, 0.54440], [-4.08310, -1.94350, 0.76290], [-2.62950, -2.88660, 1.07100], [-4.06390, -4.34650, -1.80060], [3.35140, -1.58090, -5.26540], [5.13730, -1.56580, -3.72340], [4.65170, -2.24740, -2.15740], [4.86810, -0.52930, -2.30070], [2.58020, -0.72920, -7.29450], [1.77000, 0.72190, -6.70730], [1.11860, -0.16070, -8.08150], [1.74120, -2.97820, -6.72370], [0.33150, -2.61450, -7.71640], [0.12100, -3.19850, -6.06080], [-0.68140, 0.48030, -5.88430], [-1.32400, -1.12030, -5.51090], [-1.11250, -0.61790, -7.19500], [-3.06050, 4.10310, -3.47620], [-1.53640, 5.26770, -1.98090], [0.13070, 4.71270, -2.26990], [-0.71270, 4.19160, -0.81790], [-2.69380, 2.14610, -6.61010], [-3.32500, 3.67640, -5.99280], [-4.36900, 2.60020, -6.92610], [-3.50370, -0.04510, -5.64640], [-5.18400, 0.40820, -5.94400], [-4.66600, -0.05600, -4.31680], [-5.11020, 3.67560, -4.19500], [-5.60100, 2.15640, -3.43470], [-6.10070, 2.53310, -5.08220], [-3.93700, -5.85530, -3.34560], [-2.37400, -5.79910, -4.16400], [-3.85570, -6.04210, -5.09030], [-5.55040, -3.90660, -3.55550], [-5.54340, -4.09470, -5.30710], [-5.14540, -2.53410, -4.58790], [-1.88970, -3.92570, -5.81640], [-3.01790, -2.56850, -5.97130], [-3.45020, -4.15700, -6.58910], [-3.92020, 1.16610, 2.03630], [-3.26090, 2.25140, 1.66460], [-3.80820, 3.30350, 2.25600], [-3.42190, 2.40290, 0.34850], [-1.40750, 2.19340, 2.05190], [-0.76580, 2.11170, 0.75600], [-1.12850, 3.36620, 2.79810], [-1.23360, 0.86080, 2.87630], [0.15070, 0.41950, 3.43820], [0.86370, -0.41740, 2.47250], [0.11140, -0.12390, 4.74400], [1.30560, 1.91220, 3.46720], [0.95280, 2.94290, 4.20200], [1.48630, 2.29170, 2.18550], [2.50060, 1.51360, 3.90530], [0.29390, -2.59080, 0.26890], [2.02660, -3.15350, 1.69270], [2.73570, -4.86210, 0.60640], [3.37120, -4.64240, -0.60820], [3.83430, -5.70890, -1.35640], [3.63860, -7.00180, -0.89990], [2.97830, -7.22300, 0.29650], [2.53190, -6.15350, 1.05540], [3.88730, -2.10620, 2.03980], [3.87030, -0.96500, 2.81710], [5.05180, -0.29740, 3.08760], [6.24820, -0.79150, 2.60060], [6.26330, -1.95480, 1.84970], [5.08220, -2.61860, 1.56150], [1.45340, -3.80410, 3.65330], [0.26490, -4.49000, 3.83740], [-0.05830, -4.95590, 5.10120], [0.80070, -4.73170, 6.16380], [1.98260, -4.03800, 5.97110], [2.31680, -3.57360, 4.71060], [3.49950, -3.62350, -0.95670], [4.34610, -5.53340, -2.29150], [3.99820, -7.83400, -1.48330], [2.80850, -8.23090, 0.64200], [2.03070, -6.32630, 1.99750], [2.93540, -0.60920, 3.21380], [5.02720, 0.60370, 3.67850], [7.17060, -0.27670, 2.81760], [7.19830, -2.34880, 1.48370], [5.09520, -3.53390, 0.98380], [-0.39770, -4.65710, 2.99540], [-0.98210, -5.48870, 5.26200], [0.54900, -5.09710, 7.14710], [2.64420, -3.85000, 6.80280], [3.24320, -3.03670, 4.55290]],
  "e_tot_ev": -161326.201,
  "charge": 1
}

(2)
{
  "formula": "C47H54Br2F6N4O5",
  "method": "ωB97M-V/def2-TZVPD",
  "symbols": ["C", "C", "C", "C", "C", "C", "C", "C", "C", "O", "C", "F", "F", "C", "F", "F", "C", "F", "F", "C", "O", "O", "C", "C", "C", "C", "Br", "C", "C", "Br", "C", "O", "C", "C", "C", "C", "C", "N", "C", "C", "C", "C", "C", "C", "C", "C", "C", "C", "O", "H", "H", "H", "H", "H", "H", "H", "H", "H", "H", "H", "H", "H", "H", "H", "H", "H", "H", "H", "H", "H", "H", "H", "H", "H", "H", "H", "H", "H", "H", "H", "H", "H", "H", "H", "H", "H", "H", "H", "C", "C", "C", "N", "C", "H", "H", "H", "H", "H", "C", "C", "C", "N", "C", "H", "H", "H", "H", "H", "C", "C", "C", "N", "C", "H", "H", "H", "H", "H"],
  "xyz": [[1.22124, -4.34597, 3.21166], [2.22053, -3.18077, 3.42621], [3.45410, -3.25144, 2.50606], [3.90214, -1.86454, 2.00057], [4.03377, -1.78932, 0.44947], [3.72230, -0.40794, -0.06278], [4.65270, 0.57739, 0.23733], [4.51290, 1.90823, -0.14875], [5.62134, 2.85081, 0.23161], [6.56787, 2.95080, -0.47944], [5.64066, 3.69058, 1.56078], [4.83485, 4.75799, 1.49426], [6.89581, 4.15652, 1.70190], [5.28447, 2.89408, 2.86092], [4.74379, 1.69579, 2.58635], [6.41592, 2.66565, 3.55363], [4.32158, 3.63804, 3.82787], [4.82663, 4.81952, 4.20168], [4.24966, 2.85485, 4.93257], [2.87702, 3.76572, 3.30076], [2.17397, 2.82878, 3.22826], [2.51873, 5.00088, 2.87973], [3.40041, 2.24616, -0.91516], [2.45406, 1.27590, -1.23624], [2.58046, -0.06239, -0.81397], [1.54968, -1.08177, -1.22396], [0.72382, -1.92424, 0.33956], [2.16972, -2.09955, -2.24645], [1.68543, -3.52975, -2.16690], [1.70056, -1.39002, -4.01906], [1.30336, 1.74766, -2.06954], [0.17691, 1.34118, -1.93185], [1.62202, 2.77955, -3.08159], [0.78338, 2.70441, -4.33045], [-0.51058, 3.51276, -4.14009], [-1.69411, 2.90692, -4.91558], [-2.14911, 1.62022, -4.24294], [-2.85188, 1.83923, -2.98630], [-3.02736, 0.83306, -2.09163], [-3.69962, 1.28324, -0.98128], [-3.94748, 2.66020, -1.23855], [-3.41720, 2.98054, -2.46195], [2.55934, 3.69110, -2.80327], [3.01134, 4.77543, -3.73505], [3.91758, 4.28210, -4.88117], [4.74516, 3.02139, -4.54903], [4.20274, 1.70353, -5.12948], [3.20689, 3.61672, -1.46744], [3.55638, 4.61548, -0.89560], [0.26211, -3.97581, 2.86256], [1.05006, -4.87965, 4.14278], [1.59110, -5.06482, 2.48672], [2.53458, -3.19197, 4.46447], [1.67925, -2.25813, 3.25416], [4.27526, -3.66021, 3.09126], [3.28027, -3.93161, 1.67919], [4.88029, -1.61703, 2.40206], [3.22000, -1.07956, 2.30999], [5.08031, -1.97410, 0.20795], [3.46368, -2.56612, -0.03685], [5.52510, 0.30391, 0.81417], [2.41402, 5.58114, 3.64626], [0.71982, -0.61886, -1.71859], [3.24590, -2.02906, -2.17497], [0.60259, -3.54057, -2.19920], [2.05915, -4.03148, -1.28234], [2.06803, -4.06690, -3.03096], [1.37983, 3.06104, -5.15939], [0.54212, 1.65534, -4.46943], [-0.79080, 3.49832, -3.09225], [-0.33026, 4.53903, -4.44777], [-2.50617, 3.62730, -4.88053], [-1.40191, 2.69132, -5.93863], [-1.30217, 0.98056, -4.01997], [-2.80616, 1.07640, -4.92200], [-2.66866, -0.17102, -2.23696], [-3.98563, 0.70647, -0.12462], [-4.45619, 3.32114, -0.55836], [-3.40964, 3.93078, -2.95566], [3.59118, 5.49485, -3.16563], [2.13440, 5.30590, -4.09536], [3.33502, 4.07251, -5.77455], [4.61375, 5.06695, -5.15714], [4.93314, 2.92489, -3.48196], [5.72171, 3.16775, -5.00293], [3.41718, 1.87661, -5.85681], [3.86250, 1.01677, -4.36033], [5.00104, 1.19246, -5.66125], [-6.80064, 0.37906, 3.34218], [-6.10110, 0.94436, 2.24163], [-6.86389, 0.73565, 1.12393], [-7.99383, 0.06616, 1.50418], [-7.96413, -0.15440, 2.85546], [-6.48466, 0.36509, 4.37151], [-5.14763, 1.44543, 2.26803], [-6.69976, 1.00456, 0.09377], [-8.72955, -0.22146, 0.88690], [-8.76908, -0.66895, 3.35148], [-4.89389, -2.37311, 1.51985], [-3.56728, -2.59682, 1.05668], [-3.23885, -3.89064, 1.36225], [-4.31315, -4.45793, 1.99299], [-5.32693, -3.53932, 2.09040], [-5.46048, -1.45970, 1.44181], [-2.92719, -1.88695, 0.55803], [-2.33760, -4.45343, 1.18723], [-4.34880, -5.40074, 2.33310], [-6.26279, -3.79331, 2.55708], [-6.37580, -6.81353, 6.03852], [-5.68175, -6.24289, 4.93736], [-6.44585, -6.45665, 3.82133], [-7.57056, -7.13439, 4.20414], [-7.53648, -7.35364, 5.55382], [-6.05873, -6.82386, 7.06747], [-4.73274, -5.73307, 4.96442], [-6.29147, -6.18741, 2.79089], [-8.30718, -7.42555, 3.58934], [-8.33791, -7.87179, 6.05139]],
  "e_tot_ev": -222201.126,
  "smiles": "CCCCCc1cc(C(=O)C(F)(F)C(F)(F)C(F)(F)C(=O)O)c2c(c1[C@H](Br)[C@@H](C)Br)C(=O)C(CCCCn1cccc1)=C(CCCC)C2=O.c1cc[nH]c1.c1cc[nH]c1.c1cc[nH]c1"
}

Number 1: LUMO energy -3.21 eV, HOMO -10.164 eV. Number 2: LUMO energy -0.87 eV, HOMO -7.878 eV.